Record 1
DFT (the ωB97M-V functional and the def2-TZVPD basis) results for 6 unconnected molecules or ions with the total composition C9H30O6.

Each line ends with the natural charge from an NBO analysis.
CARTESIAN COORDINATES (ANGSTROEM)
O -0.304712 0.426171 -3.044384  -0.95
H 0.192236 0.244604 -3.842068  0.49
H -1.038998 0.966150 -3.336762  0.48
O -0.898442 -0.194991 -0.592054  -0.98
H -0.104226 -0.631640 -0.284178  0.47
H -0.634545 0.239060 -1.403342  0.50
O -1.821050 -2.374559 0.573864  -0.96
H -2.370277 -2.245157 1.347064  0.46
H -1.648688 -1.490031 0.251172  0.48
C 0.368182 0.564391 2.258113  -0.64
C 1.856569 0.335527 1.713081  0.10
C 2.931627 1.055863 2.461184  -0.64
O 2.191100 -1.068531 1.757106  -0.73
H -0.284818 -0.155505 1.764723  0.22
H 0.114035 1.603474 2.048762  0.21
H 0.281323 0.429049 3.336194  0.20
H 1.911272 0.603959 0.658068  0.17
H 2.629584 2.103172 2.464737  0.21
H 3.835758 1.092584 1.853479  0.22
H 3.236366 0.623821 3.414371  0.21
H 2.132156 -1.284266 2.690692  0.46
C 3.294961 -3.838067 0.849063  -0.64
C 2.127606 -3.779250 -0.043246  0.08
C 2.296702 -3.410861 -1.510375  -0.63
O 1.433060 -5.021914 0.053742  -0.71
H 4.076367 -4.383991 0.320419  0.19
H 3.037401 -4.242969 1.827750  0.22
H 3.658786 -2.822726 1.006591  0.23
H 1.360431 -3.070892 0.269471  0.19
H 2.358275 -2.355159 -1.774560  0.21
H 1.532477 -3.943356 -2.076505  0.23
H 3.264545 -3.787573 -1.841251  0.19
H 2.126189 -5.665735 -0.109524  0.44
C -4.729552 4.203312 -0.606990  -0.64
C -3.211103 3.963750 -0.704750  0.11
C -2.920142 2.809531 -1.652096  -0.63
O -2.588713 5.105870 -1.204267  -0.72
H -4.805604 4.725902 0.346538  0.21
H -5.387886 3.334582 -0.607213  0.21
H -5.114173 4.905653 -1.346511  0.21
H -2.887148 3.662265 0.291376  0.18
H -1.873604 2.569510 -1.839842  0.20
H -3.457010 2.885859 -2.597645  0.20
H -3.284974 1.976676 -1.050973  0.22
H -2.881346 5.336438 -2.089024  0.47

Cartesian forces (eV/Å) of the 6 atoms listed first:
O 0.08 0.27 -0.42
H 0.26 -0.15 -0.10
H -0.31 0.18 -0.12
O -0.16 0.27 0.78
H 0.41 -0.12 0.03
H 0.12 -0.11 -0.45

As for the energy above the lowest of the compared OMol25 structures with the same formula, charge and spin: 40.3 kcal/mol. As for the LUMO energy: 0.010 Eh. Its total energy is -812.27748 Eh. The structure (SMILES) is CC(C)O.CC(C)O.CC(C)O.O.O.O. Its net charge is 0.

---

Record 2
DFT (the ωB97M-V functional and the def2-TZVPD basis) results for C2H7O4PS in the gas phase.

Each line ends with the natural charge from an NBO analysis.
CARTESIAN COORDINATES (ANGSTROEM)
C -2.477378 -0.322125 -0.904930  -0.28
C 2.096997 -0.812310 0.488516  -0.90
O -1.742069 2.072098 0.372659  -0.89
O -0.134490 0.897335 1.815638  -0.87
O -1.658701 -0.380571 0.346377  -0.69
O 0.304691 0.977781 -0.843638  -1.01
P 1.855030 0.888768 -0.642930  0.89
S -0.905693 0.948826 0.657271  2.50
H -2.687776 -1.433903 -1.129501  0.22
H -2.150119 0.325301 -1.736416  0.24
H -3.391313 0.136385 -0.572232  0.20
H 3.140406 -1.000269 0.706701  0.23
H 1.418619 -1.485614 -0.058012  0.22
H 1.601197 -0.542859 1.397240  0.22
H 2.195957 1.761684 0.382832  -0.10

Cartesian forces (eV/Å) of the 6 atoms listed first:
C -1.14 -1.58 0.46
C -1.37 2.72 -1.50
O 0.13 -0.62 0.14
O 0.70 -0.74 1.48
O 0.67 0.39 -0.84
O -4.23 -0.04 2.53

As for the energy above the lowest of the compared OMol25 structures with the same formula, charge and spin: 39.8 kcal/mol. As for the LUMO energy: 0.012 Eh. Its total energy is -1120.82236 Eh. The structure (SMILES) is COS(=O)(=O)OPC. Its net charge is 0.

---

Record 3
DFT (the ωB97M-V functional and the def2-TZVPD basis) results for 3 unconnected molecules or ions with the total composition C33H50N5O5.

Each line ends with the Löwdin charge.
CARTESIAN COORDINATES (ANGSTROEM)
C -1.981320 3.785366 1.728721  -0.08
C -2.294516 2.295009 1.893434  -0.23
C -1.051035 1.478055 2.215621  -0.21
O -1.157135 0.108153 1.836860  -0.14
C -1.852186 -0.661671 2.766958  -0.18
N -2.633223 -1.706843 2.081065  0.01
C -3.216692 -1.258905 0.762751  -0.09
C -2.488162 -1.767721 -0.502983  -0.15
C -1.223932 -2.598907 -0.266543  -0.20
C 0.050804 -1.744369 -0.331517  -0.20
C 1.244534 -2.370440 0.404845  -0.21
C 2.534528 -2.375126 -0.402704  -0.20
C 3.222837 -1.003324 -0.557078  -0.19
C 3.120233 -0.079200 0.645249  -0.21
C 4.001808 -0.449649 1.846593  -0.18
C 5.503947 -0.330657 1.514319  -0.19
C 6.373720 -1.478671 2.040470  -0.16
C 5.786102 -2.879012 1.779386  -0.12
N 5.191263 -3.492347 2.952147  -0.11
C 5.786286 -3.663191 4.160686  -0.12
C 4.955711 -4.292929 5.001144  -0.09
C 3.755702 -4.512473 4.265639  -0.11
C 3.933317 -4.012426 3.037230  -0.13
C -3.613038 -2.222794 2.861741  -0.34
N -4.171619 -1.543225 3.911463  0.20
N -4.102381 -3.421667 2.584085  0.04
N -3.661513 -4.184556 1.508417  0.10
H -1.809623 3.997346 0.675726  0.07
H -2.829462 4.393969 2.016729  0.07
H -1.110024 4.054396 2.317416  0.08
H -3.000459 2.201637 2.722239  0.11
H -2.810201 1.869123 1.037236  0.10
H -0.814024 1.557631 3.278864  0.13
H -0.198176 1.914077 1.702342  0.12
H -2.451984 -0.013450 3.413073  0.12
H -1.123559 -1.172053 3.408132  0.15
H -3.316527 -0.182315 0.722634  0.11
H -4.234105 -1.639612 0.728192  0.12
H -2.221529 -0.893633 -1.092349  0.07
H -3.181515 -2.361642 -1.091443  0.11
H -1.147174 -3.292474 -1.102690  0.11
H -1.255567 -3.213812 0.626540  0.08
H -0.138436 -0.715813 -0.037277  0.08
H 0.329355 -1.709123 -1.386403  0.11
H 1.375165 -1.906660 1.381684  0.10
H 0.982466 -3.414880 0.584605  0.10
H 2.333677 -2.753875 -1.404316  0.11
H 3.190582 -3.118473 0.049456  0.08
H 4.250799 -1.189616 -0.860726  0.10
H 2.760199 -0.500137 -1.407150  0.10
H 2.084301 0.043888 0.957513  0.09
H 3.437096 0.914866 0.320947  0.11
H 3.793341 0.289881 2.616307  0.11
H 3.722600 -1.424550 2.241411  0.09
H 5.682692 -0.225307 0.447923  0.10
H 5.865652 0.585742 1.974799  0.11
H 6.622011 -1.350111 3.089136  0.10
H 7.325631 -1.448357 1.511849  0.11
H 5.020802 -2.766397 1.022053  0.09
H 6.567814 -3.540121 1.410701  0.13
H 6.788706 -3.302241 4.317334  0.12
H 5.179189 -4.570476 6.011613  0.09
H 2.879062 -5.003531 4.643929  0.09
H 3.223753 -4.007788 2.229742  0.10
H -4.986532 -2.006298 4.297289  0.12
H -3.528390 -1.332760 4.667596  0.13
H -4.848755 -3.810560 3.143746  0.17
H -2.884416 -4.774802 1.773675  0.12
H -4.421150 -4.703017 1.093739  0.12
C 0.363196 2.541879 -2.222826  0.03
C -0.644572 1.744142 -1.882091  0.02
C -1.638077 1.287625 -2.885949  -0.37
O -2.557393 0.557335 -2.565660  0.08
C -1.467482 1.750073 -4.281570  0.03
C -0.459979 2.548311 -4.626460  0.03
C 0.536060 3.007590 -3.624519  -0.38
O 1.454081 3.732870 -3.932546  0.12
H 1.099106 2.887493 -1.507297  0.12
H -0.788232 1.391952 -0.866688  0.10
H -2.202665 1.404436 -4.997321  0.12
H -0.321594 2.897659 -5.642055  0.11
C -5.246582 5.351191 -6.223495  0.02
C -4.342032 4.477908 -6.657347  0.02
C -2.899449 4.821388 -6.698050  -0.38
O -2.073520 4.024439 -7.093010  0.09
C -2.502147 6.174144 -6.236987  0.02
C -3.405917 7.048389 -5.802769  0.02
C -4.850514 6.706039 -5.760303  -0.38
O -5.673984 7.498927 -5.361991  0.12
H -6.303893 5.121881 -6.186099  0.12
H -4.609838 3.485935 -6.998800  0.12
H -1.444468 6.402926 -6.275450  0.12
H -3.137431 8.040319 -5.462530  0.12

Cartesian forces (eV/Å) of the 6 atoms listed first:
C -0.24 -0.50 -0.52
C -0.38 0.02 0.77
C -0.04 0.45 -0.02
O -0.17 -0.16 0.02
C 0.92 0.17 0.26
N -0.44 1.11 0.45

As for the energy above the lowest of the compared OMol25 structures with the same formula, charge and spin: 17.7 kcal/mol. As for the LUMO energy: -0.122 Eh. Its total energy is -1937.04694 Eh. Its net charge is +1.

---

Record 4
DFT (the ωB97M-V functional and the def2-TZVPD basis) results for a molecular structure, C4H6LiO7Y.

Each line ends with the natural charge from an NBO analysis.
CARTESIAN COORDINATES (ANGSTROEM)
O -4.388050 1.138632 0.091925  -0.82
C -3.589693 0.176594 0.216759  0.96
O -3.875806 -1.003818 -0.100001  -0.84
O -2.372049 0.475157 0.699745  -0.54
O 1.096909 0.519111 -0.227907  -0.84
C -0.172196 1.068621 0.045624  -0.08
C -1.231095 -0.019913 0.009230  -0.08
Li -5.624566 -0.223199 -0.577733  0.96
H -0.383109 1.833530 -0.715571  0.18
H -0.158931 1.551553 1.036109  0.20
H -0.860866 -0.930980 0.501336  0.19
H -1.488656 -0.268409 -1.029880  0.19
C 3.741024 -0.902197 0.458888  0.97
O 4.064405 -0.240708 -0.571960  -0.98
O 3.657695 -2.248195 0.336694  -0.69
H 3.407385 -2.461769 -0.569511  0.48
Y 3.008132 1.459520 -1.884154  0.94
O 3.534530 -0.439478 1.608051  -0.71
H 1.634944 0.515945 0.672350  0.54

Cartesian forces (eV/Å) of the 6 atoms listed first:
O -0.49 -0.22 0.11
C -0.57 0.17 -0.56
O -0.18 -0.21 -0.20
O 0.61 0.58 0.10
O 3.08 0.11 2.00
C -0.82 0.73 0.33

As for the LUMO energy (alpha / beta): -0.026 / -0.026 Eh. Its total energy is -728.57389 Eh. Its net charge is 0.